Below is C41H41Br4N4O2V as an isolated structure, with properties calculated with ωB97M-V/def2-TZVPD.

XYZ file:
```
93
Properties=species:S:1:pos:R:3:forces:R:3:mulliken_charge:R:1
V 0.628561 -0.613342 0.709163 0.3365 -0.2686 -0.5032 0.7962
C -2.599962 -1.601343 0.763356 -1.6885 0.4718 0.0675 -0.1056
C -2.045304 -1.417694 2.150782 -0.8001 -0.4926 -0.2626 0.0751
C -2.894594 -1.516862 3.301348 2.5144 0.9282 0.4640 -1.4272
C -2.377701 -1.087527 4.513626 -0.1332 -0.5632 -1.6264 -1.1889
C -1.006558 -0.785475 4.635808 -0.0861 -1.1205 -0.7011 0.6440
C -0.351706 -0.420430 5.811054 -0.0849 0.6814 0.2108 0.0891
Br -1.323481 -0.130722 7.410817 -0.1083 0.0317 0.1223 -0.2783
C 0.968372 -0.132272 5.774362 2.7052 0.1182 0.4487 -0.1874
C 1.813450 -0.395119 4.637660 -2.2067 0.2089 1.0062 -0.3745
Br 3.656685 -0.149347 4.900539 0.0816 0.0267 -0.3927 -0.2216
C 1.218167 -0.778431 3.417019 0.8507 0.0890 1.8724 0.5133
O 1.886649 -0.954032 2.360161 -0.1754 -0.3209 -1.3998 -0.7761
C -0.217264 -0.997233 3.474350 0.4152 1.6351 0.3427 -0.0697
N -0.768416 -1.106407 2.249667 -0.9608 -0.8725 -0.1622 1.6262
H -3.553021 -0.979256 0.649587 1.1814 -0.8643 0.0810 0.3679
H -2.819405 -2.629627 0.448716 -0.1509 -0.0683 0.6405 0.2483
H -1.899237 -1.305619 0.014595 0.4658 0.5109 -0.2065 -0.6235
H -3.881266 -1.878989 3.286894 -1.1343 -0.1739 -0.5075 0.5910
H -3.057906 -1.011315 5.321182 -0.2558 0.0448 0.9461 0.3725
H 1.513584 0.286429 6.667015 -0.8839 -0.6402 -0.8792 0.2470
C 4.261300 3.567194 -1.649220 0.7535 0.5542 -0.0277 -1.7220
C 2.975160 4.005470 -1.059422 -1.7430 1.4372 -0.8839 0.9619
C 2.427682 5.255931 -1.427950 -1.0110 0.1234 -0.2775 -0.9251
C 1.135323 5.573098 -1.039813 1.7298 0.9606 -0.2715 -1.1679
C 0.449836 4.741474 -0.164710 -0.7171 0.7482 0.8596 1.9386
C -0.747309 5.144466 0.482256 0.0357 0.6300 -0.9001 0.0063
Br -1.744562 6.660830 -0.032073 0.0442 0.5776 -0.1753 -0.2540
C -1.300320 4.353445 1.399840 -0.9204 -1.0529 1.1611 -0.9440
C -0.769031 3.093818 1.611054 0.6195 -1.5225 0.5010 0.7966
Br -1.772564 1.931759 2.702345 -0.3952 -0.0921 0.4259 0.0075
C 0.409977 2.541766 1.074977 -1.2988 3.7976 -0.7638 -0.4452
O 0.864636 1.418613 1.266299 0.8109 -2.7542 0.2524 -0.6812
C 1.068680 3.559981 0.233507 0.9036 -1.2861 -0.8683 -0.4347
N 2.264397 3.215185 -0.311003 0.5470 -1.1586 0.7990 -0.1449
H 4.335252 2.574408 -1.317255 0.7924 -1.4843 0.3920 0.4285
H 5.096402 4.176527 -1.288395 -0.0401 -0.1764 0.3027 0.4386
H 4.402107 3.582410 -2.737018 -0.7613 0.1268 0.0701 0.2590
H 2.992534 5.873692 -2.111693 -0.0345 0.3208 0.0709 0.4009
H 0.711522 6.561196 -1.224543 0.0840 -0.3443 -0.3698 0.3050
H -2.181450 4.546262 2.019789 0.1919 0.4720 -0.6731 0.4194
C 2.346140 -0.391475 -3.725412 -1.4792 -0.0291 -0.4937 -1.6021
C 2.113341 0.663365 -2.639119 0.0716 1.3789 -0.0847 0.7082
C 2.529065 0.094360 -1.242578 -0.2584 0.7995 -0.5471 -1.4784
C 0.750958 1.432690 -2.762747 1.8242 -0.7377 -0.0921 0.5619
C 0.612842 2.515912 -3.627372 0.8897 -0.7384 0.5054 -0.2258
C -0.556778 3.153530 -3.836904 -1.7986 -0.8240 -0.5914 -1.4924
C -1.705496 2.577534 -3.267344 0.0359 1.1167 0.7621 -0.1552
C -1.615313 1.572432 -2.344934 -0.6502 -1.1632 0.7300 0.0701
C -2.854004 1.045946 -1.536335 0.4301 -0.8980 -1.1561 1.8608
C -3.869781 0.044513 -2.298287 1.6329 1.7176 -0.4221 -1.6127
C -3.688173 2.196467 -0.971557 -0.0295 -0.2612 -1.2435 -1.4621
C -0.344453 0.994391 -2.103971 -1.8685 0.5680 0.3258 -1.2419
N -0.254220 -0.159299 -1.320308 -0.3245 -1.5817 -0.0312 2.9677
C -0.496789 -1.216431 -2.054386 0.3585 0.8048 -1.3508 -1.1031
C -0.221324 -2.521251 -1.665226 -0.0797 0.3024 1.5594 0.1774
C -0.613736 -3.679759 -2.327053 0.5099 -1.1733 0.8847 -1.5784
C -0.309750 -4.717445 -1.415009 -0.0557 2.1144 -0.3516 -1.4442
C 0.222981 -4.100090 -0.258096 0.4333 0.4718 -0.3305 -0.7249
N 0.298191 -2.761074 -0.359404 -0.8539 0.0720 -1.9018 0.5516
C 0.757618 -4.756565 0.942514 0.0919 -0.7631 3.5264 2.9872
C -0.035154 -4.311518 2.252622 -1.1231 0.4247 -1.1984 -1.0603
C 2.223323 -4.424848 1.272220 -0.3884 -0.1470 0.4081 -1.5975
C 0.647923 -6.268762 0.899257 -0.8599 1.3014 -2.9318 -2.7003
H 3.335832 -0.765312 -3.679924 1.1503 -0.3834 0.2062 0.5075
H 2.186986 -0.070367 -4.768142 -0.0095 0.4016 0.4245 0.3374
H 1.676119 -1.247845 -3.607775 0.0257 -0.0257 0.2104 0.2185
H 2.842956 1.465536 -2.845944 -0.0982 -0.2013 0.0872 0.1244
H 2.162161 -0.923702 -1.142372 -0.0199 -0.3358 0.1386 0.5931
H 2.207367 0.769616 -0.415627 0.3466 -0.3531 -0.5264 0.0701
H 3.624932 0.050481 -1.243937 -0.1782 -0.0698 0.2404 0.5801
H 1.456574 2.763231 -4.196493 1.2709 0.6607 -0.6690 0.5597
H -0.655854 3.885509 -4.618213 0.0538 0.4594 0.0579 0.4260
H -2.678080 3.022854 -3.354592 -0.3108 0.3110 -0.5354 0.3467
H -2.376185 0.450103 -0.743199 -0.5314 0.5462 -0.0395 -1.2994
H -4.204731 0.541196 -3.228367 0.0415 -0.2301 0.3597 0.3523
H -4.716131 -0.125513 -1.673957 -0.7334 -0.0323 0.5646 0.4689
H -3.466682 -0.923776 -2.563016 0.4401 -0.1661 -0.0087 0.3225
H -4.281624 2.668801 -1.821646 0.3470 -0.6145 1.2270 0.3015
H -3.022172 2.964020 -0.594042 -0.0940 0.1447 0.4624 0.2324
H -4.310209 1.727074 -0.201179 -0.2280 0.7317 -0.0672 0.5099
H -0.831234 -1.089071 -3.139611 0.2653 -0.0062 1.3921 0.1411
H -1.017056 -3.804387 -3.332331 0.0822 0.2695 0.3748 0.4883
H -0.453839 -5.729476 -1.611891 -0.1093 -1.5179 -0.0206 0.7217
H 0.403430 -3.358262 2.577975 -0.4824 -0.2500 0.0549 -0.0415
H 0.044441 -5.044344 3.075529 0.0914 0.2160 -0.4525 0.5377
H -1.149401 -4.172536 1.984251 1.6262 -0.1391 0.5952 0.0934
H 2.351559 -3.375425 1.408309 -0.0626 0.9629 0.3249 0.2229
H 2.864954 -4.649056 0.444723 0.5957 -0.6951 -0.4094 0.4129
H 2.520689 -4.923405 2.230924 -0.0840 0.2201 -0.9597 0.3048
H -0.380501 -6.533711 0.734309 -0.6420 -0.2989 -0.3064 0.4715
H 0.927050 -6.756995 1.754831 1.1440 -0.9367 2.2007 0.5667
H 1.232028 -6.570760 0.036142 0.1214 -0.6619 -0.0867 0.4621
```
Positions in Å, forces in eV/Å.

## Properties
Spin multiplicity   4
LUMO energy (spin up / spin down)   2.39 / 2.39 eV
Highest occupied orbital energy (spin up / spin down)   -4.40 / -4.73 eV
Kohn-Sham gap (spin up / spin down)   0.249 / 0.261 Eh
Total charge   -1
⟨S²⟩   3.759
E   -359100.0066 eV